A molecular structure, C55H42FGeNO3P3Zn. Source: the OMol25 dataset; level of theory: wB97M-V/def2-TZVPD.

XYZ file:
```
107
C55H42FGeNO3P3Zn, DFT wB97M-V/def2-TZVPD
H -2.850 4.499 3.492
H -3.943 -2.906 -2.657
H 0.265 -1.882 3.167
H -6.903 -5.800 -1.580
C 3.755 -4.532 0.463
P 2.888 -0.635 -0.124
C 1.835 5.407 -3.056
C 4.947 1.112 2.885
C -0.432 0.263 -3.842
C -4.958 0.144 1.120
C 2.691 6.118 -2.230
H 3.201 6.996 -2.605
H -2.621 -4.504 0.079
C -4.559 -3.382 -1.903
H -5.218 -3.258 1.417
Zn -0.246 -0.661 -1.356
C 3.228 0.267 1.403
C 0.265 0.951 -2.839
C -5.425 -4.405 -2.263
C -3.717 -1.275 2.600
C 3.486 -0.350 -2.764
C -1.012 -2.514 -1.129
H -5.485 -4.725 -3.295
H 0.118 -0.309 -4.578
H -3.586 1.086 -2.952
H 4.247 2.194 4.599
C 3.542 0.278 -1.516
O 1.410 -0.919 -0.241
H -1.701 -5.540 2.076
C 4.383 1.628 -3.788
C -4.289 -0.635 3.691
H -4.028 -0.949 4.693
Ge 0.277 0.788 2.159
H 0.495 3.746 -3.228
H 3.220 -5.409 0.802
C 4.040 1.571 -1.411
H -6.769 -5.057 0.775
C -1.829 1.742 -1.931
C 2.236 4.583 -0.440
C -5.271 -3.578 0.383
H 1.885 1.880 4.063
C -0.630 -3.748 2.717
H -5.646 0.891 4.347
P 0.567 2.417 -0.511
N -0.777 -0.483 1.249
H 6.817 -3.587 -0.637
C 5.127 -2.287 -0.438
C 2.889 5.706 -0.917
H -3.040 -2.101 2.779
C -6.145 -4.591 0.024
H -1.521 2.452 3.871
C 5.778 -3.506 -0.347
C -1.350 4.286 0.466
H -2.383 2.270 -1.166
C 2.632 1.478 3.388
C -0.433 1.715 -1.877
C -1.496 -4.503 1.851
C -0.588 3.143 0.678
C -5.542 0.774 2.207
C 3.100 -3.313 0.381
C -4.036 -0.888 1.301
H -1.293 4.810 -0.481
C 3.971 1.652 3.705
C -5.199 0.393 3.497
H 5.601 -5.579 0.166
H -5.221 0.457 0.115
H -2.355 -0.206 -4.659
C 4.570 0.419 1.747
C -2.215 4.116 2.704
H 3.116 -1.366 -2.846
H 4.707 2.157 -4.674
C 1.367 3.865 -1.264
H 4.082 2.062 -0.448
C 4.455 2.247 -2.550
C 1.169 4.287 -2.574
H 2.396 4.261 0.585
C 3.904 0.326 -3.896
H 2.054 -3.234 0.651
C -2.022 -3.921 0.763
H -6.260 1.568 2.047
H -0.179 -4.240 3.569
H -2.757 5.659 1.318
C -0.646 2.477 1.908
O -1.091 -3.518 -1.770
C -0.365 -2.446 2.492
C -4.465 -2.965 -0.577
C 5.092 -4.626 0.104
P -3.328 -1.573 -0.235
C -2.505 1.062 -2.931
C -0.967 -1.768 1.372
H 5.994 1.221 3.131
H 3.553 6.261 -0.267
H 3.860 -0.159 -4.862
O -1.263 0.158 0.143
C -2.164 4.768 1.480
C 3.788 -2.186 -0.066
C -1.461 2.970 2.922
C -1.763 -2.527 0.371
H 1.674 5.729 -4.077
H 4.822 3.262 -2.467
H 5.339 -0.009 1.114
C 2.232 0.785 2.242
H 5.659 -1.422 -0.818
C -6.220 -5.008 -1.300
C -1.813 0.326 -3.888
H 1.352 0.939 -2.831
F -0.095 0.360 3.827
```

## Properties
Electronic energy in eV: -200863.4163
Lowest unoccupied orbital energy in eV: -2.5580
Max |F| in eV/Å: 0.56
Charge: +1

---

A molecular structure, C23H43CaCl2N4O6Si. Source: the OMol25 dataset; level of theory: wB97M-V/def2-TZVPD.

XYZ file:
```
80
C23H43CaCl2N4O6Si, DFT wB97M-V/def2-TZVPD
H -3.023 -5.414 1.073
H -3.090 2.388 3.953
H -3.944 0.940 4.572
C 2.286 3.201 -0.852
C -1.890 0.642 -2.144
C -0.008 1.050 -3.702
C -1.972 4.163 2.134
H 2.381 -3.365 0.658
Ca -1.159 -2.087 -0.161
H 3.103 6.125 -1.581
H 3.002 -3.157 -4.077
C -2.076 3.640 0.842
O -1.887 -3.420 1.677
Si 2.310 -2.610 -1.713
C 2.357 5.455 -2.030
H -4.413 1.810 1.469
N 0.964 -1.325 2.616
H 4.239 3.740 -1.528
H 3.963 1.973 -1.566
H -2.554 2.983 -2.654
H 0.918 4.798 -0.472
H -2.612 1.186 -1.512
O -1.853 -0.602 -2.129
C 0.265 3.229 2.285
H 1.137 3.005 2.897
H -0.053 1.611 -4.642
H 1.947 1.464 0.612
C 3.773 2.899 -0.991
H 4.085 -1.207 -2.911
H 2.377 -4.779 -0.389
O 0.690 -2.045 1.599
H -1.521 3.124 -4.104
C 1.415 2.295 0.134
H 1.252 -2.925 -4.008
C -2.004 0.159 2.123
C -1.006 2.953 0.267
H -1.115 2.468 -0.712
H 0.955 1.287 -3.230
N -1.086 -5.570 1.820
H 3.844 -3.841 -0.198
H 1.533 6.085 -2.381
H 0.879 -5.862 2.437
O 0.225 -1.388 3.615
C 2.104 -3.354 -3.470
C -0.809 3.912 2.861
C 0.017 -6.464 2.133
O -2.027 -0.325 0.966
H 4.457 -1.335 -1.166
C -4.315 0.802 1.900
H -4.287 0.056 1.101
C 0.244 2.866 0.898
H -2.808 4.732 2.559
N -1.112 1.491 -2.860
H 4.191 2.787 0.030
C 2.758 -3.757 -0.292
H -0.070 -3.907 2.520
H -0.060 -0.025 -3.878
Cl 0.080 -4.102 -1.383
C -1.005 -4.254 2.041
Cl 0.851 -0.901 -1.120
H -2.990 3.773 0.260
H -1.091 0.164 2.752
H 1.970 -4.444 -3.453
C -1.541 2.870 -3.042
H -5.162 0.625 2.570
H -0.759 4.266 3.886
H -0.879 3.568 -2.520
H -2.024 -6.724 0.361
H 0.286 -7.064 1.250
H 2.801 4.978 -2.920
H -0.256 -7.136 2.959
H -2.687 -6.891 2.029
C 4.073 -1.878 -2.043
C -2.285 -6.188 1.285
N -3.093 0.694 2.682
H 4.754 -2.724 -2.251
H -2.140 0.972 4.526
C 1.804 4.509 -1.041
O 1.441 2.047 -1.243
C -3.063 1.287 4.014
```

## Properties
Electronic energy in eV: -94157.1232
Lowest unoccupied orbital energy (spin up / spin down) in eV: 2.2235 / 2.2235
Max |F| in eV/Å: 3.26
Charge: -1